Molecular formula: C22H43N2O4
Method: DFT, wB97M-V/def2-TZVPD

## Properties
Orbital gap (eV): 4.38
LUMO (eV): 2.3
Net charge: -1
M (g/mol): 399.60
HOMO (eV): -2.058
Energy (Ha): -1274.327298

Each line ends with the Löwdin charge.
Positions of all 71 atoms, in Å:
C: -1.936 1.227 3.336  -0.06
C: -1.784 2.066 2.452  -0.37
N: -1.225 2.852 1.456  -0.17
N: -0.309 2.102 0.659  -0.17
C: 0.854 1.623 1.430  -0.26
C: 1.628 2.786 2.129  -0.23
C: 1.587 2.650 3.690  -0.23
C: 2.164 4.004 4.311  -0.12
H: -2.023 0.643 4.247  -0.03
H: -0.762 1.363 0.108  0.06
H: 1.552 1.147 0.692  0.09
H: 0.617 0.814 2.170  0.09
H: 2.702 2.846 1.834  0.09
H: 1.156 3.731 1.786  0.09
H: 2.289 1.856 4.018  0.09
H: 0.548 2.512 4.046  0.08
H: 2.905 3.761 5.103  0.05
H: 2.651 4.546 3.477  0.03
H: 1.346 4.663 4.682  0.07
C: -1.343 -2.261 -1.856  -0.17
C: -0.305 -1.835 -2.878  -0.18
C: 0.125 -0.475 -2.333  -0.19
O: -0.015 -0.547 -0.909  -0.15
C: -0.746 -1.712 -0.576  -0.20
H: -1.519 -3.336 -1.819  0.11
H: -2.296 -1.767 -2.069  0.11
H: 0.540 -2.529 -2.865  0.10
H: -0.687 -1.784 -3.899  0.11
H: -0.526 0.326 -2.700  0.12
H: 1.158 -0.226 -2.586  0.12
H: -0.047 -2.426 -0.126  0.12
H: -1.504 -1.441 0.159  0.10
C: 4.129 6.935 0.193  -0.18
C: 3.463 6.016 -0.815  -0.18
C: 3.074 4.829 0.051  -0.20
O: 2.822 5.345 1.365  -0.18
C: 3.288 6.694 1.436  -0.20
H: 4.150 7.982 -0.111  0.11
H: 5.159 6.609 0.369  0.11
H: 2.566 6.494 -1.218  0.11
H: 4.106 5.740 -1.652  0.11
H: 3.893 4.104 0.124  0.12
H: 2.186 4.313 -0.318  0.12
H: 2.412 7.352 1.456  0.12
H: 3.852 6.838 2.360  0.12
C: 0.028 -6.848 -4.387  -0.18
C: 1.067 -6.417 -5.407  -0.18
C: 1.499 -5.067 -4.860  -0.21
O: 1.358 -5.133 -3.437  -0.15
C: 0.618 -6.310 -3.095  -0.20
H: -0.144 -7.924 -4.361  0.11
H: -0.926 -6.355 -4.597  0.11
H: 1.910 -7.114 -5.395  0.11
H: 0.686 -6.362 -6.427  0.11
H: 0.851 -4.264 -5.227  0.11
H: 2.532 -4.823 -5.114  0.12
H: 1.314 -7.028 -2.648  0.12
H: -0.146 -6.060 -2.356  0.12
C: -5.264 -2.328 2.997  -0.18
C: -5.289 -1.101 2.102  -0.17
C: -4.057 -1.314 1.245  -0.21
O: -3.883 -2.739 1.117  -0.16
C: -4.743 -3.398 2.049  -0.22
H: -6.234 -2.579 3.428  0.11
H: -4.555 -2.176 3.815  0.11
H: -6.188 -1.117 1.478  0.11
H: -5.268 -0.157 2.646  0.11
H: -3.161 -0.907 1.724  0.09
H: -4.151 -0.864 0.256  0.12
H: -5.562 -3.860 1.484  0.11
H: -4.189 -4.185 2.565  0.11


Molecular formula: C46H94NO25PS
Method: DFT, wB97M-V/def2-TZVPD

## Properties
SMILES: CCCCCCCCCCCCCCN(CCCCCCCCCC)C(=O)OP(O)(O)=S.COC(=O)OC.COC(=O)OC.COC(=O)OC.COC(=O)OC.COC(=O)OC.COC(=O)OC.COC(=O)OC
Orbital gap (eV): 8.95
LUMO (eV): -0.2
M (g/mol): 1124.28
HOMO (eV): -9.141
Energy (Ha): -4484.566984

Each line ends with the Löwdin charge.
Positions of all 168 atoms, in Å:
C: 0.423 -2.778 3.337  -0.12
C: 1.513 -2.443 2.324  -0.25
C: 1.418 -3.174 0.958  -0.21
C: 0.079 -3.845 0.647  -0.23
C: 0.141 -4.594 -0.700  -0.20
C: -1.165 -4.596 -1.500  -0.20
C: -1.858 -3.228 -1.595  -0.21
C: -2.377 -2.890 -3.009  -0.20
C: -3.704 -2.124 -2.977  -0.21
C: -3.543 -0.718 -2.392  -0.22
C: -3.401 0.376 -3.447  -0.19
C: -3.102 1.794 -2.890  -0.18
C: -2.805 1.841 -1.397  -0.20
C: -2.778 3.277 -0.844  -0.11
N: -3.132 3.338 0.611  -0.05
C: -2.350 4.336 1.361  -0.15
C: -1.474 3.678 2.421  -0.18
C: -0.406 2.759 1.836  -0.20
C: 0.766 3.489 1.155  -0.20
C: 2.099 2.791 1.403  -0.21
C: 2.288 1.552 0.495  -0.20
C: 3.757 1.263 0.156  -0.21
C: 4.147 1.739 -1.239  -0.23
C: 5.519 1.228 -1.675  -0.26
C: 5.476 -0.183 -2.305  -0.10
C: -4.512 3.491 0.761  -0.51
O: -5.133 4.507 0.837  0.17
O: -5.217 2.279 0.735  -0.12
P: -4.916 1.153 1.834  0.07
O: -4.367 1.992 3.086  -0.16
O: -3.690 0.285 1.287  -0.18
S: -6.468 0.100 2.212  0.33
H: 0.654 -2.263 4.274  0.07
H: 0.392 -3.839 3.579  0.07
H: -0.556 -2.414 3.028  0.06
H: 1.563 -1.369 2.146  0.08
H: 2.464 -2.730 2.776  0.10
H: 2.189 -3.942 0.889  0.11
H: 1.601 -2.439 0.169  0.10
H: -0.114 -4.585 1.427  0.11
H: -0.744 -3.133 0.691  0.10
H: 0.939 -4.164 -1.308  0.11
H: 0.395 -5.632 -0.477  0.11
H: -0.919 -4.900 -2.521  0.10
H: -1.869 -5.347 -1.136  0.11
H: -2.692 -3.164 -0.893  0.11
H: -1.163 -2.436 -1.308  0.10
H: -2.512 -3.807 -3.584  0.10
H: -1.644 -2.243 -3.498  0.11
H: -4.148 -2.111 -3.976  0.11
H: -4.404 -2.683 -2.349  0.10
H: -4.382 -0.489 -1.733  0.11
H: -2.659 -0.721 -1.752  0.10
H: -4.341 0.403 -4.003  0.11
H: -2.641 0.070 -4.169  0.11
H: -3.914 2.472 -3.155  0.11
H: -2.212 2.162 -3.406  0.11
H: -1.808 1.433 -1.211  0.11
H: -3.518 1.280 -0.810  0.06
H: -3.485 3.892 -1.408  0.13
H: -1.768 3.659 -0.953  0.11
H: -1.693 4.874 0.676  0.12
H: -2.972 5.094 1.836  0.13
H: -0.968 4.490 2.953  0.11
H: -2.076 3.159 3.165  0.09
H: 0.027 2.198 2.671  0.11
H: -0.837 2.010 1.165  0.10
H: 0.585 3.545 0.080  0.10
H: 0.828 4.504 1.555  0.11
H: 2.175 2.456 2.439  0.11
H: 2.936 3.466 1.216  0.11
H: 1.830 0.687 0.979  0.09
H: 1.724 1.732 -0.424  0.10
H: 4.387 1.779 0.884  0.11
H: 3.959 0.193 0.252  0.11
H: 4.152 2.834 -1.243  0.11
H: 3.398 1.426 -1.970  0.11
H: 6.210 1.219 -0.830  0.10
H: 5.942 1.915 -2.410  0.09
H: 6.103 -0.871 -1.741  0.07
H: 4.467 -0.598 -2.292  0.07
H: 5.820 -0.155 -3.337  0.06
H: -3.773 1.443 3.611  0.09
H: -2.898 0.351 1.833  0.08
C: -6.508 6.721 -0.535  -0.04
O: -6.743 7.874 -1.356  0.01
C: -6.306 7.750 -2.603  -0.63
O: -5.749 6.789 -3.068  0.12
O: -6.585 8.876 -3.260  0.00
C: -6.165 8.879 -4.625  -0.04
H: -6.906 6.955 0.447  0.10
H: -7.025 5.853 -0.937  0.10
H: -5.446 6.519 -0.454  0.08
H: -6.662 8.086 -5.182  0.10
H: -5.086 8.761 -4.696  0.10
H: -6.455 9.845 -5.028  0.09
C: -5.658 -7.865 -7.186  -0.04
O: -6.246 -7.615 -5.907  0.01
C: -5.488 -6.891 -5.088  -0.62
O: -4.394 -6.455 -5.341  0.11
O: -6.143 -6.729 -3.942  0.01
C: -5.396 -6.026 -2.946  -0.02
H: -6.380 -8.458 -7.739  0.09
H: -5.472 -6.931 -7.712  0.10
H: -4.730 -8.423 -7.080  0.10
H: -5.139 -5.025 -3.287  0.09
H: -4.494 -6.578 -2.686  0.09
H: -6.035 -5.958 -2.071  0.10
C: -1.576 -10.260 0.623  -0.03
O: -1.961 -9.150 -0.193  0.00
C: -1.541 -9.224 -1.454  -0.63
O: -0.891 -10.116 -1.930  0.13
O: -1.963 -8.136 -2.096  -0.01
C: -1.583 -8.075 -3.474  -0.03
H: -1.981 -10.073 1.613  0.09
H: -1.993 -11.186 0.233  0.10
H: -0.493 -10.335 0.684  0.10
H: -2.001 -8.913 -4.028  0.10
H: -0.499 -8.063 -3.575  0.10
H: -1.995 -7.147 -3.862  0.08
C: 6.643 6.209 3.241  -0.03
O: 5.279 5.794 3.122  0.01
C: 4.461 6.333 4.021  -0.61
O: 4.778 7.109 4.886  0.11
O: 3.234 5.872 3.802  0.00
C: 2.243 6.375 4.704  -0.03
H: 7.184 5.695 2.453  0.09
H: 6.730 7.285 3.104  0.10
H: 7.048 5.921 4.210  0.10
H: 2.163 7.457 4.621  0.10
H: 2.478 6.095 5.729  0.10
H: 1.305 5.916 4.406  0.08
C: 7.261 -1.575 -8.468  -0.04
O: 7.136 -0.843 -7.246  0.00
C: 6.985 0.469 -7.408  -0.63
O: 6.948 1.051 -8.459  0.13
O: 6.881 1.028 -6.203  0.00
C: 6.712 2.447 -6.226  -0.04
H: 7.376 -2.617 -8.184  0.09
H: 6.368 -1.458 -9.078  0.10
H: 8.137 -1.247 -9.024  0.10
H: 5.797 2.717 -6.750  0.10
H: 7.567 2.928 -6.696  0.10
H: 6.643 2.758 -5.188  0.09
C: -2.265 -8.472 5.391  -0.04
O: -1.708 -9.701 4.916  0.00
C: -1.064 -10.407 5.845  -0.63
O: -0.927 -10.095 6.997  0.13
O: -0.600 -11.517 5.274  0.00
C: 0.118 -12.377 6.162  -0.04
H: -2.751 -8.012 4.536  0.09
H: -2.998 -8.659 6.172  0.10
H: -1.481 -7.815 5.764  0.10
H: -0.524 -12.713 6.974  0.10
H: 0.992 -11.869 6.565  0.10
H: 0.433 -13.229 5.568  0.09
C: 6.582 8.690 6.565  -0.04
O: 6.488 9.390 7.817  0.01
C: 6.322 10.701 7.699  -0.63
O: 6.253 11.319 6.669  0.12
O: 6.245 11.226 8.924  0.00
C: 6.064 12.642 8.943  -0.04
H: 6.708 7.642 6.811  0.09
H: 5.680 8.823 5.988  0.07
H: 7.448 9.045 6.006  0.10
H: 5.135 12.919 8.448  0.10
H: 6.902 13.144 8.463  0.10
H: 6.019 12.927 9.990  0.09


Molecular formula: C21H22Cl2N9O3PdSi
Method: DFT, wB97M-V/def2-TZVPD

## Properties
Orbital gap (eV): 7.39
LUMO (eV): 2.4
Net charge: -1
M (g/mol): 653.88
Relative energy (zero: lowest compared OMol25 entry of this formula, charge and spin) (eV): 0.946
HOMO (eV): -4.953
Energy (Ha): -2869.753415

Each line ends with the Löwdin charge.
Positions of all 59 atoms, in Å:
Pd: 1.116 0.446 -0.251  0.64
N: -1.747 2.726 3.104  0.13
N: -0.853 3.092 2.111  -0.29
N: 0.265 3.747 2.359  0.12
C: 0.814 3.773 1.160  -0.23
N: 0.052 3.155 0.234  0.00
N: -1.012 2.739 0.857  0.04
H: -2.559 3.331 3.032  0.09
H: -2.033 1.775 2.882  0.05
H: 1.768 4.222 0.946  0.10
C: 4.385 1.578 -0.055  -0.23
Si: 3.190 0.288 0.621  0.44
C: 3.117 0.518 2.490  -0.22
C: 3.889 -1.413 0.228  -0.22
H: 5.366 1.445 0.412  0.02
H: 4.040 2.592 0.150  0.01
H: 4.508 1.485 -1.134  0.01
H: 4.099 0.342 2.940  0.02
H: 2.394 -0.164 2.937  0.01
H: 2.803 1.535 2.737  0.01
H: 4.911 -1.522 0.606  0.02
H: 3.902 -1.570 -0.853  0.02
H: 3.260 -2.190 0.664  0.01
O: 1.828 0.958 -2.093  -0.31
N: 2.172 2.169 -2.336  -0.02
C: 2.245 2.464 -3.612  -0.32
C: 1.933 1.515 -4.640  -0.20
N: 1.682 0.752 -5.464  0.15
C: 2.641 3.784 -3.979  -0.21
N: 2.962 4.840 -4.306  0.12
Cl: -1.650 0.234 -1.125  0.78
C: -1.375 -1.321 -1.861  -0.55
C: -0.499 -1.348 -2.934  -0.11
C: -0.208 -2.536 -3.579  -0.08
C: -0.807 -3.702 -3.132  -0.12
C: -1.664 -3.658 -2.053  -0.57
Cl: -2.381 -5.168 -1.527  0.67
C: -1.976 -2.477 -1.355  -0.29
N: -2.830 -2.553 -0.277  0.07
C: -3.274 -1.567 0.652  -0.24
C: -4.488 -0.934 0.415  -0.04
C: -5.020 -0.042 1.332  -0.09
C: -4.334 0.210 2.510  -0.10
C: -3.127 -0.427 2.751  -0.06
C: -2.571 -1.321 1.839  -0.16
C: -1.264 -1.999 2.142  -0.05
C: -0.115 -1.420 1.312  -0.69
O: 0.435 -2.150 0.495  0.00
O: 0.150 -0.170 1.491  -0.21
H: -0.032 -0.424 -3.248  0.08
H: 0.480 -2.545 -4.412  0.11
H: -0.610 -4.653 -3.607  0.10
H: -3.317 -3.432 -0.215  0.08
H: -5.002 -1.144 -0.514  0.12
H: -5.963 0.449 1.130  0.10
H: -4.745 0.892 3.244  0.10
H: -2.600 -0.258 3.685  0.11
H: -1.316 -3.056 1.888  0.12
H: -1.035 -1.890 3.204  0.12


Q: What is the energy in the third record?
A: -2869.753415 Ha


Q: HOMO of number 3 (C21H22Cl2N9O3PdSi)?
A: -4.953 eV


Q: Which value of energy does entry 2 give?
A: -4484.566984 Ha